# 1
DFT (ωB97M-V/def2-TZVPD) results for a 2-piece molecular cluster, C2H2N2O3 overall in a non-equilibrium geometry.

Last column: Mulliken charge in e.
Element x y z (Å)
C -1.4908 -0.1601 -0.6188  0.278
C -1.1299 -0.8843 0.5374  0.200
N -1.5230 0.2381 -1.6990  -0.333
N 2.1440 0.6733 -0.1180  0.220
O 2.1846 -0.3062 -0.8044  -0.272
O 0.8184 1.0156 0.1646  -0.293
O -1.1546 -0.5502 1.6942  -0.420
H -0.6589 -1.8524 0.1924  0.271
H 0.8101 1.8262 0.6517  0.350

The total charge is 0. The calculation puts the energy above the lowest of the compared OMol25 structures with the same formula, charge and spin at 95.7 kcal/mol. The value obtained for the molecular weight is 102.05 g mol⁻¹. Its multiplicity is 1. The HOMO-LUMO gap is 0.380 Eh. The value obtained for the HOMO energy is -11.06 eV. The SMILES is N#CC=O.O=NO.

# 2
DFT (ωB97M-V/def2-TZVPD) results for a 2-piece molecular cluster, C9H13FN2O6S overall in a non-equilibrium geometry.

Last column: Mulliken charge in e.
Element x y z (Å)
O -3.0348 0.8341 -2.4433  -0.579
C -2.0816 1.2621 -1.8866  0.669
O -0.9805 1.7031 -2.5237  -0.499
C 0.0993 0.7003 -2.6107  0.185
C 0.6915 0.8369 -4.0052  -0.405
F 0.8239 -0.3813 -4.6565  -0.329
O -2.0649 1.4085 -0.5530  -0.246
C -1.2324 2.4157 0.0035  -0.718
C -0.2394 1.8603 1.0215  -0.112
S -1.1727 1.0932 2.3530  -0.293
C 0.0987 0.2360 3.1453  0.628
N 1.3778 0.1886 2.9365  -0.174
N 1.8848 -0.6811 3.9090  -0.555
C 0.8678 -1.0817 4.5938  0.038
O -0.3061 -0.5304 4.1953  -0.307
H 0.8380 0.9564 -1.8630  0.104
H -0.2500 -0.3120 -2.3939  0.337
H 1.6744 1.3089 -3.9556  0.258
H 0.0362 1.4747 -4.5995  0.232
H -1.9060 3.1129 0.5107  0.426
H -0.6996 2.9758 -0.7566  0.387
H 0.3653 1.0782 0.5393  -0.006
H 0.3774 2.6637 1.4149  0.455
H 0.8710 -1.7850 5.4042  0.402
O 0.6217 -0.9516 -0.4247  -0.682
C 1.0363 -2.1095 0.2018  -0.311
C -0.0400 -3.2350 0.3562  -0.268
O 0.3612 -4.3686 0.9943  -0.961
H 1.4122 -1.9521 1.2440  -0.005
H 1.8985 -2.6131 -0.3027  0.197
H -0.4163 -3.4002 -0.6950  0.119
H -0.9116 -2.7078 0.8468  0.014

The total charge is -2. The value obtained for the molecular weight is 296.28 g mol⁻¹. Its multiplicity is 1. The HOMO-LUMO gap is 0.109 Eh. The value obtained for the HOMO energy is 1.67 eV.

# 3
DFT (ωB97M-V/def2-TZVPD) results for H28O14 as an isolated structure in a non-equilibrium geometry.

Last column: Mulliken charge in e.
Element x y z (Å)
O 50.5522 -3.7501 8.8152  -0.564
H 49.8083 -3.3336 8.8038  0.346
H 50.2713 -4.4030 9.4098  0.293
O 53.1979 -6.5382 9.9948  -0.696
H 53.8688 -5.7571 10.0099  0.371
H 52.6703 -6.5169 10.7281  0.294
O 47.3076 -5.6248 9.4570  -0.733
H 47.1859 -5.8653 10.3367  0.299
H 48.0875 -6.0534 8.9786  0.498
O 51.6293 -6.6744 8.0161  -0.569
H 52.0590 -6.5726 8.9497  0.419
H 51.9668 -7.3105 7.4698  0.231
O 49.2746 -6.7352 8.6516  -0.556
H 49.0608 -7.6609 8.7355  0.322
H 50.1611 -6.7434 8.5266  0.099
O 47.3075 -3.5952 10.7737  -0.824
H 47.0879 -4.3497 10.1822  0.399
H 47.1609 -3.9595 11.7364  0.367
O 49.2025 -1.4213 10.9538  -0.621
H 48.7113 -0.8771 11.3494  0.208
H 48.7205 -2.3070 10.7900  0.341
O 50.1810 -7.7086 11.2380  -0.587
H 49.3909 -8.2220 11.0650  0.275
H 50.7847 -8.2860 10.7254  0.298
O 50.6535 -4.9132 6.9746  -1.001
H 51.1204 -5.7872 7.2355  0.445
H 50.6527 -4.5494 7.9699  0.321
O 47.6703 -4.2284 13.0128  -0.508
H 47.2936 -3.6142 13.6950  0.272
H 47.8218 -4.9660 13.6271  0.299
O 51.6876 -1.6574 10.6828  -0.723
H 50.8031 -1.5454 10.9136  0.483
H 51.5436 -2.5013 10.2200  0.325
O 50.0592 -4.7996 10.7912  -0.356
H 49.2243 -4.5530 11.1982  0.214
H 49.9710 -5.7318 10.6939  0.286
O 51.9325 -4.8235 12.2801  -0.659
H 51.2324 -4.7141 11.8426  0.460
H 52.2169 -3.8729 12.3472  0.342
O 46.4455 -6.5688 11.8341  -0.691
H 47.1575 -6.1854 12.3071  0.273
H 45.9859 -7.3675 12.3729  0.309

The total charge is 0. The calculation puts the energy above the lowest of the compared OMol25 structures with the same formula, charge and spin at 215.3 kcal/mol. The value obtained for the molecular weight is 252.21 g mol⁻¹. Its multiplicity is 1. The HOMO-LUMO gap is 0.249 Eh. The value obtained for the HOMO energy is -7.63 eV.

# 4
DFT (ωB97M-V/def2-TZVPD) results for a 2-piece molecular cluster, C8H10F6O4 overall in a non-equilibrium geometry.

Last column: Mulliken charge in e.
Element x y z (Å)
C 1.3707 -3.3132 0.3996  -0.915
C 1.5080 -1.9153 -0.1350  -0.642
O 1.3977 -1.1024 0.9561  -0.169
C 1.8145 0.1601 1.2146  0.352
O 2.5522 0.7575 0.4040  -0.591
C 1.3086 0.8397 2.4561  0.896
F 0.3268 1.6242 2.0857  -0.177
F 0.8877 0.0057 3.4173  -0.246
F 2.3974 1.4930 3.0085  -0.263
H 0.3235 -3.3443 0.8329  0.253
H 2.2960 -3.7228 0.8939  0.305
H 1.2802 -3.8497 -0.7095  0.277
H 0.8307 -1.5145 -0.7701  0.388
H 2.4213 -1.7408 -0.5755  0.543
C -1.3152 2.6912 -2.1978  -1.482
C -0.3079 1.7656 -1.5869  0.138
O -1.0289 0.6632 -1.1852  -0.292
C -1.7703 0.6345 -0.0601  0.416
O -1.9926 1.6249 0.7445  -0.578
C -2.4141 -0.6623 0.1741  0.851
F -2.0162 -1.1218 1.3616  -0.247
F -3.7800 -0.6348 0.2249  -0.264
F -2.0009 -1.5836 -0.6678  -0.242
H -1.6503 2.2222 -3.1382  0.291
H -0.8619 3.4736 -2.4761  0.605
H -2.0883 3.1039 -1.5603  0.373
H 0.3221 2.0930 -0.6438  0.242
H 0.1894 1.3531 -2.4676  0.180

The total charge is 0. The calculation puts the energy above the lowest of the compared OMol25 structures with the same formula, charge and spin at 75.6 kcal/mol. The value obtained for the molecular weight is 284.15 g mol⁻¹. Its multiplicity is 1. The HOMO-LUMO gap is 0.419 Eh. The value obtained for the HOMO energy is -11.18 eV. The SMILES is CCOC(=O)C(F)(F)F.CCOC(=O)C(F)(F)F.

# 5
DFT (ωB97M-V/def2-TZVPD) results for an isolated ion of composition C4H11N2O and charge +1 in a non-equilibrium geometry.

Last column: Mulliken charge in e.
Element x y z (Å)
C 1.1363 -0.7931 -0.9302  -0.465
C 0.9417 -0.4350 0.6121  -0.815
C 0.4148 1.0315 0.8094  -0.169
C -0.9368 1.1665 0.3898  0.257
N -1.9161 1.6902 1.1299  -0.368
O -1.2396 0.7730 -0.7498  -0.681
N -0.0912 -1.5244 -1.4298  -0.339
H 2.0555 -1.5134 -0.9139  0.320
H 1.4989 -0.0116 -1.6187  0.339
H 1.9008 -0.4187 1.0644  0.454
H 0.2381 -1.2030 1.3059  0.286
H 1.0290 1.7376 0.2296  0.332
H 0.9523 1.1638 1.8717  0.291
H -2.8994 1.5560 0.7335  0.273
H -1.8772 1.9519 2.0115  0.165
H 0.1375 -2.5234 -1.4775  0.380
H -0.9122 -1.3792 -0.6588  0.400
H -0.4321 -1.2688 -2.3793  0.341

The total charge is +1. The calculation puts the energy above the lowest of the compared OMol25 structures with the same formula, charge and spin at 52.6 kcal/mol. The value obtained for the molecular weight is 103.14 g mol⁻¹. Its multiplicity is 1. The HOMO-LUMO gap is 0.397 Eh. The value obtained for the HOMO energy is -14.05 eV. The SMILES is NC(=O)CCC[NH3+].

# 6
DFT (ωB97M-V/def2-TZVPD) results for a 8-piece molecular cluster, C23H41Cl2N3O15 overall in a non-equilibrium geometry.

Last column: Mulliken charge in e.
Element x y z (Å)
C 2.0403 8.6790 24.3072  0.141
C 2.7878 7.8183 23.3965  -0.470
O 4.0718 8.3979 23.4529  -0.341
C 3.9511 9.7256 23.7692  0.562
O 4.8313 10.5124 23.8753  -0.487
O 2.6059 9.9463 24.0256  -0.262
H 2.2510 8.5431 25.3680  -0.005
H 0.9663 8.5166 24.2158  0.250
H 2.3816 7.7404 22.3880  0.280
H 2.9428 6.7750 23.6716  0.317
C -0.0296 10.5530 27.2241  0.072
C 0.8430 9.7364 28.2787  -0.490
O -0.1088 9.1051 29.1712  -0.364
C -1.2459 9.7112 29.1192  0.254
O -2.2944 9.4713 29.7833  -0.485
O -1.2435 10.5868 28.0430  0.141
H -0.2130 9.9801 26.3151  0.211
H 0.4228 11.4979 26.9229  0.130
H 1.4165 10.4842 28.8264  0.351
H 1.3695 8.9572 27.7276  0.229
C -0.4641 12.1247 23.8266  -0.012
C -1.1608 13.4868 23.9262  -0.469
O -2.2548 13.1823 24.7405  -0.365
C -2.5807 11.8697 24.7595  0.618
O -3.6638 11.3832 25.1776  -0.540
O -1.5039 11.2163 24.2637  -0.281
H 0.4293 12.0599 24.4477  0.170
H -0.2267 12.0733 22.7640  0.347
H -1.3818 13.8033 22.9068  0.344
H -0.5043 14.2185 24.3971  0.209
C -5.4781 12.2677 27.6188  -0.084
C -4.5812 11.2610 28.2747  1.115
O -5.3257 10.8303 29.3998  -0.305
C -6.6214 11.2054 29.2071  0.556
O -7.5811 10.6775 29.8040  -0.626
O -6.7004 11.9903 28.2226  -0.305
H -5.5175 11.9887 26.5658  0.276
H -5.0876 13.2758 27.7580  0.251
H -3.7164 11.8216 28.6297  -0.194
H -4.2987 10.3784 27.7008  -0.712
C -1.5532 11.4642 32.5537  -0.598
C -1.2900 10.9059 33.8953  0.615
O -1.4521 11.6893 34.8471  -0.199
N -0.8391 9.6597 33.9948  -0.075
C -0.3379 8.9893 32.8216  -0.923
H -0.7832 11.2808 31.8043  0.188
H -1.8337 12.5156 32.6171  0.320
H -2.4820 10.9391 32.3312  0.285
H -0.8849 9.2155 34.9007  0.271
H 0.3099 9.6833 32.2860  0.422
H -1.1161 8.5982 32.1663  0.286
H 0.3756 8.2302 33.1422  0.399
C -4.6219 6.8631 30.7730  -0.472
C -5.2269 5.5227 30.6769  0.630
O -6.1194 5.2787 29.8714  -0.641
N -4.6133 4.4652 31.2674  -0.262
C -4.9743 3.0711 30.9862  -0.927
H -4.3833 7.3257 29.8153  -0.019
H -3.6512 6.8139 31.2663  0.119
H -5.2480 7.6211 31.2436  0.327
H -3.6667 4.5058 31.6171  0.255
H -5.9100 2.9984 30.4319  0.351
H -4.9599 2.4750 31.8986  0.284
H -4.3232 2.6575 30.2161  0.312
C -0.1568 14.8769 27.2166  -0.652
C -0.1115 14.4299 28.6549  0.548
O 0.2753 13.2935 28.8506  -0.635
N -0.4916 15.2863 29.5623  -0.128
C -0.5982 15.1663 30.9703  -0.764
H -0.5790 15.8748 27.0979  0.410
H -0.7817 14.2846 26.5481  -0.105
H 0.8586 14.9479 26.8269  0.348
H -0.9795 16.0693 29.1514  0.247
H 0.1712 15.7136 31.5148  0.340
H -0.4808 14.1518 31.3513  0.020
H -1.5637 15.4692 31.3755  0.396
Cl -0.8272 6.1390 26.5496  -0.216
C -2.2656 6.8007 25.8664  -0.513
C -3.0342 7.7691 26.7893  0.656
Cl -4.6557 8.1219 26.1216  -0.175
H -2.7496 5.8677 25.5777  0.407
H -2.0610 7.2722 24.9052  0.319
H -2.6191 8.7750 26.8522  -0.566
H -3.0592 7.3641 27.8010  0.089

The total charge is +1. The value obtained for the molecular weight is 670.49 g mol⁻¹. Its multiplicity is 2. The HOMO-LUMO gap (alpha / beta) is 0.266 / 0.085 Eh. The value obtained for the HOMO energy (alpha / beta) is -10.79 / -10.79 eV.

# 7
DFT (ωB97M-V/def2-TZVPD) results for C11H16BN5OPd as an isolated structure in a non-equilibrium geometry.

Last column: Mulliken charge in e.
Element x y z (Å)
Pd 0.4308 -0.1356 -0.8823  0.734
B -2.4060 -2.2530 0.7732  -0.167
N -1.7541 -1.0851 1.5373  0.217
C -2.1616 -0.7982 2.7783  -0.270
C -1.4390 0.2826 3.2462  -0.837
C -0.5881 0.5972 2.1934  -0.193
N -0.7918 -0.2414 1.1710  0.067
N -1.8613 -2.4634 -0.6527  0.011
C -2.3504 -3.4572 -1.3979  -0.274
C -1.7071 -3.4595 -2.6220  -0.885
C -0.8161 -2.3991 -2.5363  -0.400
N -0.9296 -1.8130 -1.3389  0.030
H -3.5769 -2.0208 0.6815  -0.090
H -2.1921 -3.2563 1.3903  -0.090
H -2.9310 -1.3760 3.2499  0.454
H -1.5156 0.7648 4.2014  0.360
H 0.1409 1.3829 2.1446  0.068
H -3.1205 -4.1011 -1.0244  0.438
H -1.8585 -4.1273 -3.4453  0.375
H -0.1196 -2.0358 -3.2722  0.315
C 1.7929 -0.2970 -3.8449  -1.107
C 1.7601 0.4260 -2.4954  0.736
O 2.3895 1.4535 -2.3542  -0.478
H 2.5412 0.1731 -4.4890  0.326
H 0.8139 -0.2033 -4.3202  0.274
H 2.0185 -1.3560 -3.7119  0.311
C 2.1316 3.9045 2.5830  -1.175
C 2.6601 3.6739 1.1616  -0.227
C 1.9301 2.5968 0.5609  0.092
N 1.2610 1.7439 0.1887  -0.146
H 2.6464 4.7461 3.0392  0.373
H 2.2906 3.0207 3.1965  0.318
H 1.0648 4.1159 2.5624  0.322
H 3.7241 3.4281 1.1783  0.255
H 2.5227 4.5690 0.5502  0.261

The total charge is 0. The value obtained for the molecular weight is 351.51 g mol⁻¹. Its multiplicity is 1. The HOMO-LUMO gap (alpha / beta) is 0.275 / 0.274 Eh. The value obtained for the HOMO energy (alpha / beta) is -8.11 / -8.11 eV.